No. 1
{"formula": "C3H8N2O", "method": "ωB97M-V/def2-TZVPD", "orbital_gap_ev": [7.4, 7.4], "e_tot_ev": -8263.1451, "de_lowest_kj_mol": 596.4, "homo_energy_ev": [-7.534, -7.537], "molar_mass_g_mol": 88.11, "symbols": ["C", "H", "H", "H", "O", "N", "N", "H", "C", "H", "C", "H", "H", "H"], "xyz": [[-0.7960, 0.0970, 0.1996], [-2.0222, -1.2891, 0.7200], [-2.0307, -0.4414, -1.4691], [1.3633, 0.5281, -0.1562], [-1.5983, -0.5286, 1.1371], [0.8274, 2.3830, 0.5519], [1.5721, 1.8301, -0.1055], [-0.5474, 0.5780, -1.8681], [1.0508, -0.8153, 0.2854], [-0.4508, 1.0642, 0.6854], [-1.1511, 0.0864, -1.1219], [1.4319, -1.2366, -0.6479], [0.5026, -1.6120, 0.7802], [1.8484, -0.6438, 1.0092]]}

***

No. 2
{"formula": "C4H36N2O15", "method": "ωB97M-V/def2-TZVPD", "orbital_gap_ev": 9.3, "e_tot_ev": -38425.4972, "de_lowest_kj_mol": 372.8, "homo_energy_ev": -9.502, "molar_mass_g_mol": 352.33, "symbols": ["O", "H", "H", "H", "O", "H", "O", "C", "O", "H", "H", "H", "H", "O", "H", "H", "H", "H", "O", "H", "H", "H", "H", "H", "H", "O", "C", "H", "H", "H", "N", "H", "O", "N", "H", "O", "C", "H", "O", "H", "H", "H", "C", "O", "H", "O", "H", "O", "H", "H", "H", "H", "H", "O", "O", "H", "H"], "xyz": [[-1.6124, -1.4988, 2.0983], [3.1505, -2.2592, -0.5365], [3.4637, -0.9061, -1.5942], [0.1366, 1.5168, -1.0367], [-2.0736, -0.4337, -3.5247], [-2.5152, 0.7943, -2.4036], [-0.3882, -3.7494, -1.2323], [0.4550, 0.4088, 0.8956], [-0.8819, 2.8076, -4.1022], [2.4077, 0.7328, -3.6274], [0.1675, 2.6403, 4.8201], [-0.1748, 4.2564, 3.6264], [3.6626, 3.3575, -2.4406], [-3.4401, -0.3458, 3.7370], [-3.0541, 2.0058, -1.5079], [-0.1319, 2.3808, -4.5250], [-3.0672, 0.4990, 3.9887], [2.4816, 0.0258, 1.3654], [1.4944, 2.4691, 0.1465], [-0.2523, -3.0648, 4.4994], [-0.3857, -0.8213, -0.8067], [1.3382, -0.6464, 2.4769], [-2.7850, -0.8042, 3.1698], [-0.2558, -3.6974, -0.2750], [2.3134, 2.2517, 0.6309], [-0.0033, -2.9295, 3.5914], [-0.1594, -0.9644, 0.2659], [-0.1353, 1.0683, 1.6236], [0.2221, -3.7781, 2.1584], [1.0317, -1.5050, -3.2379], [-2.5809, -0.5505, 0.3771], [1.1931, 2.3326, 3.6276], [3.3948, 2.6173, -1.8604], [1.5384, 0.0829, 1.7887], [2.1030, 1.9283, -2.8040], [0.2775, -2.0739, -3.3759], [0.8492, 1.2242, -0.2966], [-0.6570, -2.4285, 3.0419], [-3.0936, 1.0638, -1.6643], [-2.8980, -0.9017, -3.6945], [-2.6442, -0.0131, -0.5215], [-1.4562, -1.1805, -3.4092], [-1.4802, -1.1101, 0.9237], [0.3117, -4.4873, 1.4632], [-0.5347, 4.6820, 2.2207], [-0.9450, 4.5417, 3.0891], [2.9783, 3.1647, -1.1747], [1.6696, 1.3132, -3.4321], [-3.4096, -0.4381, 0.9451], [1.6660, 0.7021, -0.8581], [0.2131, -2.6455, -2.5917], [0.0851, -4.5545, -1.4914], [-0.5422, -4.9290, 1.3633], [3.1013, -1.3460, -0.8253], [0.8224, 2.9904, 4.2128], [-1.3932, 2.1079, -3.6851], [0.4224, -1.9034, 0.3882]]}

***

No. 3
{"formula": "C13H15N6O13P3", "method": "ωB97M-V/def2-TZVPD", "orbital_gap_ev": 1.1, "e_tot_ev": -77144.8735, "de_lowest_kj_mol": 0.0, "homo_energy_ev": 6.049, "total_charge": -4, "molar_mass_g_mol": 556.21, "symbols": ["P", "H", "H", "C", "O", "P", "O", "C", "C", "C", "P", "H", "O", "H", "O", "H", "O", "O", "H", "H", "O", "C", "C", "N", "C", "H", "H", "C", "N", "N", "N", "C", "H", "H", "C", "H", "C", "H", "O", "H", "C", "C", "O", "N", "O", "O", "O", "O", "H", "N"], "xyz": [[1.8244, 0.9659, -1.9653], [-2.5950, -4.7731, 0.9098], [-0.5651, -1.6315, -2.8961], [2.1722, -0.0958, 0.3927], [2.2842, 1.0841, -0.4052], [2.1638, 5.5548, -3.7556], [0.3980, 0.5477, -1.9513], [-0.1585, 0.8517, 1.1718], [-0.7741, -1.5509, 3.8793], [-0.9316, 1.2787, 3.6200], [1.6832, 3.5279, -1.9998], [-3.1390, -2.6908, -0.8298], [2.5450, -0.2139, -2.5319], [0.2698, 2.7082, 0.2299], [1.9665, 2.2325, -2.9005], [1.8549, -0.9854, -0.1477], [1.3973, 6.3409, -4.7931], [-0.0383, 2.3076, 1.1434], [-1.6252, 0.9473, 4.4096], [-0.2242, -0.7065, -0.8871], [0.7935, -1.0406, 2.2445], [-1.1008, 0.4288, 2.3191], [-1.6191, -4.0871, -1.5194], [-2.6676, -3.7702, 0.8983], [-1.3353, -2.0656, 1.5315], [1.0065, -2.2954, -2.3236], [0.1392, -4.3515, -2.4649], [-2.5052, 0.5147, 1.9484], [-3.6755, 0.5209, 1.8665], [-1.3504, -2.1411, 0.1136], [-0.3115, -1.7506, -0.7892], [-2.0929, -3.1109, 1.9725], [1.6637, 0.8447, 2.2381], [-0.5180, 0.4969, 0.2240], [1.1691, 0.1553, 1.5436], [3.1738, -0.2736, 0.7625], [-2.2714, -3.1966, -0.4013], [0.0955, 1.2853, 3.9553], [3.1466, 4.7327, -4.4855], [-2.3176, -3.3436, 3.0113], [-0.6271, -1.0535, 2.4969], [-0.0724, -2.2841, -2.1418], [2.8576, 6.5724, -2.9148], [-0.5853, -3.6602, -2.3044], [2.8973, 3.8162, -1.1571], [-2.0367, -5.2304, -1.7729], [0.5627, 3.3442, -1.0198], [1.1011, 4.7288, -2.9181], [-1.1770, 2.3317, 3.3734], [-0.8512, -1.8168, 5.0203]]}

***

No. 4
{"formula": "C26H32AuCl2NO2P", "method": "ωB97M-V/def2-TZVPD", "orbital_gap_ev": 7.4, "e_tot_ev": -71086.3344, "de_lowest_kj_mol": 0.0, "homo_energy_ev": -10.808, "total_charge": 1, "molar_mass_g_mol": 689.39, "symbols": ["H", "H", "C", "C", "H", "H", "H", "H", "H", "H", "H", "C", "C", "H", "P", "C", "C", "C", "H", "C", "H", "C", "Cl", "Cl", "H", "C", "H", "C", "C", "H", "C", "H", "H", "C", "H", "H", "H", "H", "C", "H", "C", "H", "C", "C", "O", "H", "O", "H", "H", "H", "C", "C", "H", "H", "H", "H", "Au", "C", "C", "N", "C", "C", "H", "C", "C"], "xyz": [[1.4625, 2.0874, 3.1417], [-6.4955, -2.7781, -3.2892], [-5.2752, -2.8943, -1.5304], [-1.9151, -1.3722, -1.0315], [-5.9883, -3.4930, -0.9798], [1.4958, 2.4038, -1.8266], [-2.3434, 0.8067, 3.4976], [0.8603, 0.7810, -2.1325], [-0.2200, 3.8854, 2.7532], [2.5435, 3.3018, 2.5135], [-0.0022, -3.4813, -0.4782], [-0.9718, 3.6168, -1.3289], [3.8492, -3.3608, -0.5249], [-1.4243, 1.5118, -1.4983], [-0.2080, 1.5767, 0.5227], [3.5685, -1.0306, 0.3083], [-4.6441, -1.7256, -3.5364], [0.9180, 2.8724, 1.2010], [-2.7214, -0.7694, -3.4992], [-0.5833, 2.1426, -1.1935], [1.4479, 3.1754, 0.2916], [5.7722, -1.9919, -0.0378], [6.3019, -4.4537, -0.9605], [5.6537, 0.5152, 0.9653], [0.3476, 2.1385, -3.1293], [0.1497, 4.0858, 1.7489], [-1.8307, 3.9012, -0.7276], [4.9374, -0.9319, 0.3687], [5.2529, -3.1754, -0.4748], [1.2815, -5.5060, -1.1493], [-5.5596, -2.4920, -2.8282], [2.2029, -1.2812, 2.8625], [-1.2044, 2.1422, 3.4659], [1.0795, -3.4779, -0.4892], [0.8438, 4.9242, 1.8173], [-3.8498, -2.8427, 0.0744], [-1.2274, 3.7965, -2.3740], [-2.0906, 0.3704, 1.1400], [-2.8597, 2.3498, 1.2449], [-2.6134, 3.3480, 1.6058], [-3.1550, -1.7606, -1.6452], [-3.7461, 2.0174, 1.7872], [-1.4489, 1.1867, 3.0031], [-1.7455, 1.3380, 1.5103], [2.7395, -0.0797, 0.7195], [-0.6452, 0.4772, 3.1967], [1.3432, -0.9103, 3.0994], [-3.1267, 2.4042, 0.1911], [-0.6858, 4.4025, 1.1305], [1.5799, -0.0792, 3.5260], [-3.4437, -1.3599, -2.9506], [1.9555, 2.4273, 2.2284], [-4.8646, -1.4155, -4.5490], [3.7736, -5.3985, -1.2112], [6.8431, -1.8538, 0.0150], [-0.1391, 4.2778, -1.0868], [0.8082, -0.5097, 0.3107], [0.6054, 1.8402, -2.1126], [3.1849, -4.5453, -0.9027], [1.6884, -2.3616, -0.1463], [-4.0776, -2.5316, -0.9367], [3.0466, -2.2736, -0.1378], [2.6321, 1.6679, 1.8522], [-0.8772, -1.0263, -0.5239], [1.8144, -4.6091, -0.8705]]}